(P)
Formula: C3H9N2O
Source: the Open Molecules 2025 dataset
Level of theory: ωB97M-V/def2-TZVPD

Results
frontier orbital gap: 10.20 eV
HOMO: -14.38 eV

The geometry in ORCA input format:
```
! wB97M-V def2-TZVPD RIJCOSX def2/J DEFGRID3
* xyz 1 1
C -2.20 -0.38 0.08
C -1.08 0.17 0.72
C 0.16 0.66 0.03
N 0.14 0.81 -1.35
N 1.34 -1.07 0.36
O 0.84 1.46 0.79
H -2.97 -0.76 0.77
H -2.26 -0.56 -0.90
H -0.91 0.13 1.78
H 0.97 1.28 -1.65
H -0.43 0.24 -1.90
H 1.97 -1.42 1.14
H 1.99 -0.57 -0.30
H 0.82 -1.95 -0.04
H 1.62 1.96 0.46
*
```

---

(Q)
Formula: C3H9N2O
Source: the Open Molecules 2025 dataset
Level of theory: ωB97M-V/def2-TZVPD

Results
frontier orbital gap: 10.73 eV
HOMO: -14.20 eV

The geometry in ORCA input format:
```
! wB97M-V def2-TZVPD RIJCOSX def2/J DEFGRID3
* xyz 1 1
C 2.41 -0.01 -0.12
C -2.50 -0.32 -0.21
C -1.16 -0.46 -0.77
N 2.77 -0.06 1.11
N -0.09 -0.26 -0.07
O 2.43 1.08 -0.79
H -3.05 0.47 -0.79
H -2.46 -0.04 0.93
H -2.82 -1.29 -0.30
H -1.02 -0.61 -1.80
H 2.68 -0.86 1.67
H 2.88 0.80 1.66
H 2.05 0.85 -1.60
H -0.26 -0.08 0.96
H 2.32 -1.08 -0.56
*
```

---

(R)
Formula: C3H9N2O
Source: the Open Molecules 2025 dataset
Level of theory: ωB97M-V/def2-TZVPD

Results
frontier orbital gap: 9.87 eV
HOMO: -12.97 eV

The geometry in ORCA input format:
```
! wB97M-V def2-TZVPD RIJCOSX def2/J DEFGRID3
* xyz 1 1
C -1.45 1.28 0.75
C -0.05 1.01 1.04
C 1.08 -0.54 -0.29
N 1.40 0.00 -1.41
N 0.08 -1.47 -0.38
O -1.10 0.07 1.45
H -2.15 1.97 1.27
H -1.84 1.14 -0.31
H 0.39 1.56 1.78
H 2.00 -0.92 0.24
H 2.31 0.27 -1.55
H 0.81 0.02 -2.20
H 0.11 -2.35 0.00
H -0.53 -1.32 -1.17
H -1.05 -0.72 0.78
*
```

---

(S)
Formula: C3H9N2O
Source: the Open Molecules 2025 dataset
Level of theory: ωB97M-V/def2-TZVPD

Results
frontier orbital gap (spin up / spin down): 9.48 / 3.65 eV
HOMO (spin up / spin down): -14.45 / -12.24 eV

The geometry in ORCA input format:
```
! wB97M-V def2-TZVPD RIJCOSX def2/J DEFGRID3
* xyz 1 1
C 1.29 -1.14 0.14
C -2.74 0.69 -0.12
C 2.60 0.95 -0.08
N -2.17 -0.49 0.12
N 1.55 -0.02 -0.38
O 0.33 -1.80 -0.37
H 1.77 -1.64 0.97
H -3.76 0.72 -0.47
H -2.61 1.44 0.70
H -2.12 1.60 -0.51
H 1.98 2.00 -0.12
H 3.22 0.93 -0.94
H 3.07 0.78 0.89
H -2.72 -1.23 0.22
H 0.31 -2.79 -0.06
*
```

---

Stability ranking, top and bottom: (Q) is the most stable and (S) is the least stable.

---

(P)
Formula: C3H9N2O
Source: the Open Molecules 2025 dataset
Level of theory: ωB97M-V/def2-TZVPD

Results
frontier orbital gap: 6.24 eV
HOMO: -12.16 eV

The geometry in ORCA input format:
```
! wB97M-V def2-TZVPD RIJCOSX def2/J DEFGRID3
* xyz 1 1
C 1.50 0.14 0.07
C -2.42 -0.34 0.71
C -1.68 -0.66 -0.55
N 2.53 -0.12 -0.72
N 1.60 1.04 1.05
O -1.20 -1.90 -0.61
H -2.61 -1.25 1.26
H -3.37 0.26 0.63
H -1.84 0.43 1.34
H -1.22 0.19 -1.22
H 2.64 -1.02 -1.18
H 3.49 0.30 -0.47
H 0.65 1.26 1.44
H 2.44 1.61 1.23
H -0.66 -2.05 -1.37
*
```

---

(Q)
Formula: C3H9N2O
Source: the Open Molecules 2025 dataset
Level of theory: ωB97M-V/def2-TZVPD

Results
frontier orbital gap: 9.68 eV
HOMO: -14.02 eV

The geometry in ORCA input format:
```
! wB97M-V def2-TZVPD RIJCOSX def2/J DEFGRID3
* xyz 1 1
N -0.13 0.82 1.78
C 0.38 0.02 0.73
C 1.25 0.79 -1.10
C -0.48 -0.44 -0.27
N -0.85 -1.74 -0.48
O -1.38 0.42 -0.82
H -0.48 0.06 2.37
H 0.55 1.36 2.30
H -1.96 0.86 -0.19
H 1.34 -0.47 0.88
H 1.67 0.05 -1.75
H 0.43 1.25 -1.62
H 1.74 1.43 -0.40
H -1.82 -1.87 -0.75
H -0.25 -2.53 -0.69
*
```

---

Stability ranking, top and bottom: (P) is the most stable and (Q) is the least stable.

---

(P)
Formula: C3H9N2O
Source: the Open Molecules 2025 dataset
Level of theory: ωB97M-V/def2-TZVPD

Results
frontier orbital gap (spin up / spin down): 9.07 / 8.61 eV
HOMO (spin up / spin down): -13.62 / -13.13 eV

The geometry in ORCA input format:
```
! wB97M-V def2-TZVPD RIJCOSX def2/J DEFGRID3
* xyz 1 1
C -0.37 1.24 0.12
C -1.56 -0.72 0.30
C 0.51 0.01 -0.21
N 1.94 -0.29 0.32
N -1.69 0.67 -0.09
O -0.20 -1.06 0.13
H -0.32 1.57 1.17
H -0.30 2.08 -0.57
H -1.68 -0.56 1.48
H -2.18 -1.47 -0.18
H 1.31 -0.94 -2.55
H 1.98 -1.35 0.24
H 2.66 0.07 -0.39
H 2.14 0.00 1.24
H -2.24 0.73 -1.00
*
```

---

(Q)
Formula: C3H9N2O
Source: the Open Molecules 2025 dataset
Level of theory: ωB97M-V/def2-TZVPD

Results
frontier orbital gap: 10.90 eV
HOMO: -14.35 eV
structure (SMILES): N[C@@]1([NH3+])C[C@H]1O

The geometry in ORCA input format:
```
! wB97M-V def2-TZVPD RIJCOSX def2/J DEFGRID3
* xyz 1 1
N 0.19 1.65 0.22
C 0.19 0.14 0.07
N 1.48 -0.02 -0.70
C -0.45 -0.87 0.97
C -1.09 -0.51 -0.36
O -2.11 0.40 -0.45
H 0.26 2.10 1.10
H -0.57 2.06 -0.33
H 2.14 -0.59 -0.15
H 1.75 0.96 -0.85
H 1.41 -0.56 -1.56
H -0.93 -0.44 1.95
H 0.16 -1.83 1.17
H -0.92 -1.38 -1.16
H -2.71 -0.03 -1.08
*
```

---

(R)
Formula: C3H9N2O
Source: the Open Molecules 2025 dataset
Level of theory: ωB97M-V/def2-TZVPD

Results
frontier orbital gap: 10.06 eV
HOMO: -14.75 eV

The geometry in ORCA input format:
```
! wB97M-V def2-TZVPD RIJCOSX def2/J DEFGRID3
* xyz 1 1
C 1.67 0.19 1.24
C 0.91 -0.37 0.26
C -0.53 -0.32 0.23
N -1.14 -1.31 -0.58
N -0.57 1.36 -1.18
O -1.29 0.17 1.20
H 2.73 0.25 1.13
H 1.33 0.55 2.22
H 1.40 -0.89 -0.60
H -0.52 -2.12 -0.57
H -2.16 -1.49 -0.37
H -0.09 0.82 -1.99
H -0.01 2.15 -0.69
H -1.57 1.71 -1.44
H -0.81 0.58 1.93
*
```

---

Stability ranking, top and bottom: (R) is the most stable and (P) is the least stable.

---

(P)
Formula: C4H32BO24
Source: the Open Molecules 2025 dataset
Level of theory: ωB97M-V/def2-TZVPD

Results
frontier orbital gap: 9.42 eV
HOMO: -7.78 eV

The geometry in ORCA input format:
```
! wB97M-V def2-TZVPD RIJCOSX def2/J DEFGRID3
* xyz -1 1
O 0.84 1.00 2.44
C 0.88 1.10 1.23
O -0.13 1.26 0.42
B 0.25 0.69 -0.93
O 1.69 0.44 -0.89
C 2.09 0.59 0.38
O 3.21 0.24 0.79
O -0.19 1.53 -2.03
C -1.04 0.87 -2.85
O -1.54 1.24 -3.95
C -1.10 -0.55 -2.28
O -0.51 -0.56 -1.17
O -1.56 -1.54 -2.81
O -3.52 2.21 4.44
H -3.04 1.84 3.70
H -4.36 1.77 4.43
O 4.08 4.73 5.60
H 3.25 5.11 5.90
H 3.95 3.79 5.67
O 6.45 -3.74 1.88
H 7.25 -3.65 2.39
H 6.08 -2.86 1.84
O -0.13 -0.10 8.13
H -0.06 0.31 7.27
H -1.02 -0.45 8.15
O -1.04 4.80 -7.93
H -1.04 4.47 -8.82
H -1.57 4.18 -7.43
O -6.63 -1.56 -4.65
H -7.12 -1.58 -3.83
H -5.72 -1.70 -4.39
O 3.01 2.34 -6.86
H 3.05 3.16 -7.35
H 2.50 2.55 -6.08
O -6.06 1.53 -0.62
H -6.74 1.29 0.01
H -5.78 0.70 -1.00
O 8.51 1.59 -2.09
H 8.01 1.22 -2.82
H 8.43 0.95 -1.39
O 6.13 -3.07 -2.75
H 5.23 -2.75 -2.75
H 6.27 -3.39 -1.86
O -1.02 5.56 6.59
H -1.45 4.77 6.25
H -1.66 5.93 7.20
O -3.01 6.56 0.30
H -3.15 6.49 -0.65
H -2.99 5.66 0.61
O -4.70 -6.60 -0.95
H -4.33 -6.12 -0.20
H -3.96 -6.72 -1.54
O -1.10 -7.09 -3.42
H -0.20 -7.07 -3.08
H -1.10 -6.43 -4.12
O 1.36 -4.19 3.53
H 1.80 -4.45 4.34
H 1.96 -3.56 3.13
O -2.87 -4.49 2.25
H -2.04 -4.63 2.69
H -2.82 -3.59 1.92
*
```

---

(Q)
Formula: C4H32BO24
Source: the Open Molecules 2025 dataset
Level of theory: ωB97M-V/def2-TZVPD

Results
frontier orbital gap: 8.59 eV
HOMO: -7.22 eV

The geometry in ORCA input format:
```
! wB97M-V def2-TZVPD RIJCOSX def2/J DEFGRID3
* xyz -1 1
O -2.42 -1.80 -1.99
C -1.83 -1.28 -1.07
O -1.28 -0.12 -1.02
B -0.47 -0.07 0.18
O -0.52 -1.41 0.82
C -1.41 -2.01 0.14
O -1.30 -3.20 0.23
O -1.01 1.08 1.03
C -0.05 1.82 1.35
O -0.20 2.81 2.11
C 1.13 1.38 0.70
O 0.93 0.33 0.03
O 2.22 1.58 1.11
O -0.75 4.20 3.77
H -0.26 3.60 3.18
H -1.30 3.59 4.18
O -4.73 -0.67 -3.87
H -5.62 -1.00 -3.83
H -4.25 -1.03 -3.05
O -3.35 2.29 1.49
H -3.63 1.58 2.09
H -2.45 1.94 1.38
O 1.42 -3.90 1.10
H 0.50 -3.87 0.57
H 1.42 -3.17 1.74
O -1.90 -2.08 3.35
H -1.83 -1.30 3.95
H -1.49 -1.92 2.56
O 1.73 -1.14 -2.27
H 2.59 -1.00 -2.60
H 1.29 -0.32 -2.38
O 0.19 3.80 -1.11
H 0.12 3.21 -1.83
H -0.61 3.88 -0.57
O 4.09 3.94 1.62
H 3.81 3.29 2.30
H 4.04 3.68 0.71
O 1.76 4.64 0.93
H 2.54 4.20 1.39
H 1.40 3.94 0.37
O -4.28 -3.74 -2.36
H -3.38 -3.52 -2.41
H -4.07 -4.55 -1.94
O 0.56 1.86 -2.96
H -0.11 1.16 -3.20
H 1.04 2.32 -3.63
O 2.39 -1.49 2.41
H 3.10 -2.12 2.77
H 2.77 -0.93 1.62
O -1.49 0.21 -4.27
H -2.37 0.81 -4.34
H -1.56 -0.67 -3.80
O -2.44 -5.69 1.03
H -2.71 -5.47 1.88
H -1.81 -5.00 1.09
O 3.51 -1.78 -0.17
H 4.30 -1.86 -0.61
H 3.13 -1.42 -0.95
O 5.20 0.91 0.56
H 5.54 0.50 -0.16
H 4.21 0.99 0.62
*
```

---

Stability ranking, top and bottom: (P) is the most stable and (Q) is the least stable.